1.
The following is a quantum chemistry calculation of a cluster of 2 separate species, C7H13NO in total in a non-equilibrium geometry, from the OMol25 dataset.

Bonds (Å) are listed after each position.
Element x y z (Å)
1 C -1.8835 -0.5876 1.7659  N2 1.278, H7 1.086, H8 1.090
2 N -2.0649 0.6576 1.5439  C1 1.278, H6 1.017
3 C 1.8404 0.5145 -0.8391  C4 1.321, H9 1.082, C13 1.514
4 C 2.7917 1.2247 -0.2597  C3 1.321, H10 1.078, H11 1.079
5 H -0.8073 1.3451 1.0171  O16 1.107
6 H -2.8761 0.8891 0.9753  N2 1.017
7 H -1.1272 -0.8449 2.5015  C1 1.086
8 H -2.5754 -1.3753 1.4664  C1 1.090
9 H 2.0524 -0.1434 -1.6712  C3 1.082
10 H 2.5646 1.8654 0.5773  C4 1.078
11 H 3.8036 1.2290 -0.6332  C4 1.079
12 C -0.5599 0.5398 -1.5774  C13 1.536, H18 1.087, H19 1.089, H20 1.088
13 C 0.3987 0.5071 -0.3777  C3 1.514, C12 1.536, C14 1.616, O16 1.375
14 C 0.3028 -0.9215 0.3721  C13 1.616, C15 1.328, H17 1.085
15 C -0.0553 -2.0684 -0.1934  C14 1.328, H21 1.080, H22 1.081
16 O 0.1463 1.5431 0.4906  H5 1.107, C13 1.375
17 H 0.9168 -0.9316 1.2660  C14 1.085
18 H -0.2817 -0.1876 -2.3360  C12 1.087
19 H -1.5789 0.3455 -1.2451  C12 1.089
20 H -0.5229 1.5367 -2.0121  C12 1.088
21 H -0.6393 -2.1147 -1.1002  C15 1.080
22 H 0.1551 -3.0226 0.2687  C15 1.081

The calculation puts the energy above the lowest of the compared OMol25 structures with the same formula, charge and spin at 308.4 kJ/mol. Its frontier orbital gap is 0.3596 hartree. As for the SMILES: C=CC(C)(O)C=C.C=N. The total energy comes out at -404.41000 hartree.

Atom charges from the Mulliken analysis, given in e for atoms 1 to 8:
1 C -0.276
2 N -0.518
3 C -0.653
4 C -0.746
5 H 0.462
6 H 0.225
7 H 0.342
8 H 0.295

2.
The following is a quantum chemistry calculation of an isolated molecule of C7H13NO in a non-equilibrium geometry, from the OMol25 dataset.

Bonds (Å) are listed after each position.
Element x y z (Å)
1 C 2.1296 0.2853 -0.9530  C3 1.502, C4 1.501, H5 1.084, H6 1.086
2 C 1.0735 0.6870 1.4660  C3 1.502, H8 1.091, H9 1.090, H10 1.091
3 C 0.9939 0.2564 0.0292  C1 1.502, C2 1.502, C4 1.445, C14 1.763
4 C 1.5231 -0.9962 -0.4596  C1 1.501, C3 1.445, H7 1.080, H17 1.295
5 H 1.9321 0.6060 -1.9699  C1 1.084
6 H 3.1037 0.6000 -0.5905  C1 1.086
7 H 2.0687 -1.6897 0.1624  C4 1.080
8 H 2.1005 0.5787 1.8176  C2 1.091
9 H 0.7640 1.7242 1.5968  C2 1.090
10 H 0.4236 0.0739 2.0918  C2 1.091
11 C -2.3591 -0.5410 0.6267  C12 1.499, H20 1.086, H21 1.093, H22 1.089
12 C -1.4276 -0.4648 -0.5454  C11 1.499, N13 1.306, C14 1.458
13 N -1.0483 -1.5084 -1.2325  C12 1.306, H18 1.018
14 C -0.5613 0.7013 -0.6725  C3 1.763, C12 1.458, O15 1.402, H19 1.094
15 O -1.0882 1.8622 -0.0902  C14 1.402, H16 0.963
16 H -0.4874 2.5892 -0.2861  O15 0.963
17 H 0.5067 -1.5889 -1.0005  C4 1.295
18 H -1.6119 -2.3380 -1.0590  N13 1.018
19 H -0.2890 0.8508 -1.7215  C14 1.094
20 H -2.7260 0.4489 0.8824  C11 1.086
21 H -1.8293 -0.9277 1.5007  C11 1.093
22 H -3.1911 -1.2091 0.4070  C11 1.089

The calculation puts the energy above the lowest of the compared OMol25 structures with the same formula, charge and spin at 296.2 kJ/mol. Its frontier orbital gap is 0.3501 hartree. As for the SMILES: [H]/N=C(\C)[C@@H](O)C1(C)CC1. The total energy comes out at -404.41465 hartree.

Atom charges from the Mulliken analysis, given in e for atoms 1 to 8:
1 C -0.891
2 C -1.459
3 C 0.877
4 C -0.469
5 H 0.212
6 H 0.274
7 H 0.283
8 H 0.450

3.
The following is a quantum chemistry calculation of an isolated molecule of C7H13NO in a non-equilibrium geometry, from the OMol25 dataset.

Bonds (Å) are listed after each position.
Element x y z (Å)
1 C 0.2606 1.9329 -0.9631  C6 1.527, H12 1.090, H13 1.092, H14 1.093
2 C -0.1056 0.8023 1.7382  C7 1.522, H15 1.093, H16 1.093, H20 1.089
3 C 0.7496 -1.4516 0.9674  C7 1.526, H17 1.091, H18 1.091, H19 1.095
4 N -1.1746 -0.1320 -1.2040  C5 1.305, C6 1.512, H11 1.012
5 C -1.3755 -0.6285 -0.0141  N4 1.305, C7 1.493, O9 1.343
6 C 0.2167 0.4061 -0.9575  C1 1.527, N4 1.512, C7 1.718, C8 1.454
7 C -0.0830 -0.2231 0.6132  C2 1.522, C3 1.526, C5 1.493, C6 1.718
8 C 1.1734 -0.2798 -1.8113  C6 1.454, H21 1.084, H22 1.083
9 O -2.2097 -1.6586 0.2049  C5 1.343, H10 0.966
10 H -2.1936 -1.8844 1.1443  O9 0.966
11 H -1.6880 -0.2592 -2.0666  N4 1.012
12 H 0.1455 2.2721 -1.9922  C1 1.090
13 H 1.2492 2.2552 -0.6303  C1 1.092
14 H -0.5002 2.4137 -0.3431  C1 1.093
15 H -0.3204 0.3209 2.6961  C2 1.093
16 H 0.8736 1.2795 1.8233  C2 1.093
17 H 0.8475 -2.1164 0.1084  C3 1.091
18 H 1.7536 -1.1414 1.2614  C3 1.091
19 H 0.3072 -1.9956 1.8080  C3 1.095
20 H -0.8528 1.5788 1.5832  C2 1.089
21 H 2.1327 -0.5500 -1.3854  C8 1.084
22 H 0.7939 -0.9409 -2.5809  C8 1.083

The calculation puts the energy above the lowest of the compared OMol25 structures with the same formula, charge and spin at 433.9 kJ/mol. Its frontier orbital gap (spin up / spin down) is 0.1984 / 0.1984 hartree. The total energy comes out at -404.36221 hartree.

Atom charges from the Mulliken analysis, given in e for atoms 1 to 8:
1 C -1.489
2 C -1.741
3 C -1.748
4 N -0.075
5 C -0.300
6 C 0.731
7 C 1.604
8 C -1.097

4.
The following is a quantum chemistry calculation of an isolated molecule of C7H13NO in a non-equilibrium geometry, from the OMol25 dataset.

Bonds (Å) are listed after each position.
Element x y z (Å)
1 C -3.0477 0.2242 -0.7308  H8 1.046, H9 1.123, H10 1.068, N21 1.455
2 C -0.9760 -0.4234 -0.2916  C3 1.388, H12 1.238, H13 1.123, N21 1.315
3 C 0.2226 -0.3160 0.4001  C2 1.388, C4 1.625, C5 1.547, C6 1.607
4 C 0.7543 -1.6832 1.1000  C3 1.625, C5 1.549, H14 1.251, H15 1.087
5 C 0.3204 -0.4545 1.9379  C3 1.547, C4 1.549, H16 1.162, H17 1.153
6 C 1.2866 0.5001 -0.4860  C3 1.607, C7 1.438, O22 1.364
7 C 2.6917 0.2520 -0.3105  C6 1.438, H18 1.289, H19 1.153, H20 1.304
8 H -3.5027 -0.2423 0.0877  C1 1.046
9 H -3.6497 1.1711 -0.7794  C1 1.123
10 H -3.0360 -0.2139 -1.7044  C1 1.068
11 H -1.3806 1.2733 -0.6677  N21 0.902
12 H -0.5708 -0.8138 -1.3944  C2 1.238
13 H -1.2045 -1.3198 0.3458  C2 1.123
14 H 1.9727 -1.8968 1.2855  C4 1.251
15 H 0.1175 -2.5618 1.1559  C4 1.087
16 H 1.3211 -0.0903 2.4027  C5 1.162
17 H -0.5664 -0.1387 2.6041  C5 1.153
18 H 3.4320 0.0196 -1.3402  C7 1.289
19 H 2.8998 -0.4121 0.6084  C7 1.153
20 H 3.0025 1.4388 0.1313  C7 1.304
21 N -1.7645 0.6228 -0.1738  C1 1.455, C2 1.315, H11 0.902
22 O 0.7506 1.3540 -1.4041  C6 1.364

The calculation puts the energy above the lowest of the compared OMol25 structures with the same formula, charge and spin at 660.2 kJ/mol. Its frontier orbital gap is 0.3528 hartree. As for the SMILES: CNCC1(C(C)=O)CC1. The total energy comes out at -404.27602 hartree.

Atom charges from the Mulliken analysis, given in e for atoms 1 to 8:
1 C -1.097
2 C -0.366
3 C 0.633
4 C -0.888
5 C -0.393
6 C 0.391
7 C -0.862
8 H 0.381